No. 1
Entry from OMol25: C11H10BrNRhS as an isolated structure (ωB97M-V/def2-TZVPD).

CARTESIAN COORDINATES (ANGSTROEM)
C 1.3892 -1.4118 0.8454
C 2.5844 -0.8930 1.4464
C 2.2278 -0.2759 2.6899
H 3.5921 -0.9293 1.0224
C 0.8143 -0.4151 2.8737
C 0.3040 -1.1292 1.7355
H -0.7340 -1.3956 1.5671
H 1.3380 -1.9619 -0.0836
H 2.9343 0.1162 3.4215
H 0.2267 0.0228 3.6747
Rh 1.2210 0.5419 1.1848
Br 0.2011 1.3957 -0.9429
C -2.5175 0.9748 -2.6787
C -3.2706 -0.0434 -2.0217
C -2.7108 -1.3111 -2.3826
H -4.1318 0.1192 -1.3769
C -1.6155 -1.0719 -3.2717
C -1.4932 0.3378 -3.4545
H -0.7486 0.8455 -4.0632
H -2.6787 2.0479 -2.5993
H -3.0718 -2.2855 -2.0584
H -0.9906 -1.8290 -3.7423
S 3.3619 2.9875 3.8020
C 2.2878 2.8573 2.6500
N 1.4803 2.7061 1.7622

Cartesian forces, eV/Å:
C 0.782 -3.524 0.807
C 1.985 -2.225 0.420
C 1.670 -2.476 2.496
H -0.484 -0.092 0.254
C -0.139 -1.381 2.124
C -1.331 -2.512 0.523
H 0.198 0.109 0.048
H -0.050 0.245 -0.011
H -0.266 0.261 -0.460
H 0.138 -0.313 -0.107
Rh -2.589 11.737 -6.069
Br -0.140 0.023 -0.613
C -2.163 -1.233 1.727
C 0.697 1.725 -0.843
C 0.511 0.761 -0.597
H 0.334 -0.043 -0.132
C 0.147 1.350 -0.376
C 0.523 -2.673 -0.256
H -0.209 -0.179 0.218
H 0.059 -0.361 0.023
H 0.132 0.265 -0.057
H -0.166 0.254 0.225
S 1.277 0.302 1.424
C -2.917 -0.423 -3.270
N 2.002 0.402 2.502

Summary:
Charge ... -1
HOMO-LUMO gap (alpha / beta) ... 5.8660 / 5.7982 eV
Max |F| ... 13.5 eV/A
E_LUMO (alpha / beta) ... 3.303 / 0.996 eV
Spin multiplicity ... 5

***

No. 2
Entry from OMol25: C4H6O4 in the gas phase (ωB97M-V/def2-TZVPD).

CARTESIAN COORDINATES (ANGSTROEM)
C -0.1860 0.3151 0.2616
C -0.7022 -0.9839 0.8949
C 1.1900 0.0884 -0.3689
C -1.1155 0.7401 -0.8800
O -0.0954 1.3483 1.2019
O 1.2464 -0.9593 -1.1690
O 2.1120 0.8288 -0.1392
O -1.5363 0.0136 -1.7282
H 0.8106 1.6984 1.1802
H 2.1273 -1.0507 -1.5681
H -1.3652 1.8147 -0.8262
H -1.6386 -0.7738 1.4042
H 0.0167 -1.3560 1.6201
H -0.8639 -1.7237 0.1167

Cartesian forces, eV/Å:
C 0.252 -0.618 -0.030
C 0.077 0.277 -0.120
C 0.124 0.479 0.351
C -0.099 0.406 0.191
O -0.026 0.025 -0.036
O -0.104 -0.570 -0.356
O 0.152 0.016 0.001
O -0.080 -0.194 -0.111
H -0.094 -0.085 -0.105
H -0.074 0.241 0.199
H -0.058 0.111 -0.070
H -0.075 -0.004 0.034
H 0.049 -0.022 0.054
H -0.043 -0.060 -0.002

Summary:
HOMO-LUMO gap ... 10.5442 eV
SMILES ... C[C@](O)(C=O)C(=O)O
Max |F| ... 0.7 eV/A
E_LUMO ... 0.499 eV

***

No. 3
Entry from OMol25: a 2-piece molecular cluster, C2H4Cl3NO overall (ωB97M-V/def2-TZVPD).

CARTESIAN COORDINATES (ANGSTROEM)
C 0.1100 0.0677 1.1867
C 0.0398 0.4141 -2.9962
N -1.0785 -0.4096 0.5064
O 0.8712 -0.9360 1.8548
Cl -0.8688 1.8466 -2.7589
Cl -0.4961 -1.0961 -1.1199
Cl 1.7162 0.7265 -2.6226
H -0.2241 0.8889 1.9685
H 0.6369 0.6172 0.3913
H -1.4375 -1.3056 0.8519
H 0.7308 -0.8137 2.7379

Cartesian forces, eV/Å:
C -0.698 1.434 1.408
C 0.432 0.002 -0.668
N 0.430 -1.108 -1.584
O 0.228 0.266 -4.246
Cl -0.063 0.141 0.171
Cl -0.777 0.306 1.515
Cl -0.115 0.147 -0.028
H 0.392 -1.636 -1.416
H 0.449 -0.399 0.616
H 0.163 0.521 0.578
H -0.441 0.325 3.655

Summary:
HOMO-LUMO gap ... 8.4812 eV
Max |F| ... 4.3 eV/A
E_LUMO ... -0.625 eV

***

No. 4
Entry from OMol25: a 6-piece molecular cluster, CH13NO6 overall (ωB97M-V/def2-TZVPD).

CARTESIAN COORDINATES (ANGSTROEM)
C 1.0944 1.6720 -1.1092
N 1.6900 1.1770 0.0823
O -0.2047 2.3007 -0.9823
H 1.0367 0.9206 -2.0226
H 0.9852 1.0853 0.9149
H 1.7387 2.5817 -1.4678
H -0.7656 1.7103 -0.3819
H -2.1687 1.7928 1.1980
O -1.4787 1.2092 0.8521
H -0.2528 -1.2736 1.5992
H 0.8670 -1.9223 0.9564
O 0.6843 -1.5058 1.7995
H 1.9022 -2.1559 -1.5286
H 2.2440 0.3392 -0.0115
O 1.2711 -1.8101 -0.8741
H -0.2346 -1.4648 -1.2832
H -0.7879 -0.2727 -0.4414
O -1.0428 -0.8965 -1.1176
H -2.6323 -1.8233 1.0301
H -1.9121 -0.3799 1.2079
O -2.0334 -1.2837 1.5797

Cartesian forces, eV/Å:
C -1.582 2.348 -0.379
N -3.266 -0.471 0.724
O 3.412 -1.671 -0.919
H 0.438 0.677 1.441
H 1.658 0.233 -1.613
H -0.632 -1.396 0.056
H -0.875 0.312 1.231
H 0.066 -0.101 -0.289
O 0.571 -0.152 -0.271
H 0.011 -0.404 0.954
H 0.833 -0.350 -0.585
O -0.642 0.843 -0.148
H -0.274 -0.034 0.112
H 0.379 -0.461 -0.015
O 0.521 0.543 -0.510
H -0.139 0.044 0.452
H -0.016 0.067 0.404
O -0.025 -0.116 -0.929
H 0.643 0.750 0.150
H -0.677 -0.139 -0.042
O -0.402 -0.522 0.176

Summary:
HOMO-LUMO gap ... 4.0036 eV
Max |F| ... 3.9 eV/A
E_LUMO ... -6.198 eV

***

Which E belongs to each record? In order, -96941.3601; -12435.2148; -43238.9297; -15014.2211 eV.
Which energy relative to the best compared isomer or geometry (same formula, charge and spin) belongs to each record? In order, 173.6; 92.4; 419.0; 986.2 kJ/mol.